Formula: C27H48BrCl2N7O4PS
Source: OMol25
Level of theory: the ωB97M-V functional and the def2-TZVPD basis

## Properties
**Energy above the lowest of the compared OMol25 structures with the same formula, charge and spin**: 0.000 eV

Geometry as ORCA input:
```
! RIJCOSX wB97M-V def2-TZVPD def2/J DEFGRID3
* xyz -1 1
C 0.87964 1.87230 1.26338
C -0.60879 2.15281 1.15071
Cl -0.78061 3.28933 -0.26596
C -1.50627 0.94887 0.83701
Cl -0.71406 -0.48184 1.59937
C -2.97506 0.94288 1.36273
Br -2.96126 1.25153 3.33354
C -3.46396 -0.57989 1.08040
O -3.22016 -0.89662 -0.09776
O -3.96325 -1.20690 2.02014
N -3.84539 1.91815 0.67285
C -3.72537 3.32698 1.15609
C -3.86532 4.35530 0.02795
N -4.64908 5.52478 0.51123
P -5.50396 1.47978 0.63758
O -5.95632 0.98896 2.07334
O -6.29682 2.87500 0.57886
S -6.04147 0.33229 -0.80619
H 1.39125 2.80980 1.04696
H 1.14826 1.55794 2.26440
H 1.21759 1.16561 0.51057
H -0.94179 2.67116 2.04216
H -1.56512 0.72331 -0.21376
H -2.77251 3.48266 1.64415
H -4.48208 3.55064 1.90722
H -2.88449 4.69963 -0.27152
H -4.39669 3.90567 -0.80637
H -4.43851 5.66514 1.49437
H -4.29252 6.36294 0.06632
H -6.08812 1.74334 2.66470
H -6.26049 3.18094 -0.33874
C 4.56207 1.48307 -0.75600
C 5.41310 2.26571 0.23807
C 5.75303 1.47934 1.51273
C 4.54095 1.08270 2.22157
N 3.56726 0.77200 2.73969
H 3.59140 1.21526 -0.33682
H 4.37403 2.08015 -1.64874
H 5.06319 0.56693 -1.06350
H 4.88321 3.17973 0.51594
H 6.35060 2.56631 -0.23375
H 6.36036 2.09294 2.17985
H 6.31653 0.57748 1.27656
C -1.70359 0.59000 -3.02403
C -1.07165 -0.55221 -3.80425
C -0.35927 -1.58067 -2.90588
C 0.71051 -0.96381 -2.12300
N 1.55091 -0.46861 -1.51804
H -0.93923 1.16229 -2.49558
H -2.21908 1.27315 -3.69790
H -2.42912 0.22812 -2.29084
H -0.35542 -0.14639 -4.52313
H -1.83948 -1.07500 -4.37883
H 0.07328 -2.38023 -3.50968
H -1.06570 -2.02865 -2.20302
C 7.22732 -3.45967 -2.91555
C 6.88945 -3.99010 -1.52735
C 6.02635 -3.01849 -0.71362
C 6.70308 -1.74235 -0.50540
N 7.21340 -0.72954 -0.34162
H 7.81415 -2.54213 -2.85703
H 7.81315 -4.19044 -3.47294
H 6.32169 -3.24803 -3.48633
H 7.81100 -4.19913 -0.98115
H 6.35054 -4.93432 -1.61732
H 5.79039 -3.43735 0.26491
H 5.08291 -2.82004 -1.22578
C 2.61811 -1.11057 5.19592
C 1.59484 -2.14699 5.64247
C 1.13678 -1.95757 7.09389
C 2.24819 -2.07652 8.03573
N 3.12855 -2.16993 8.76372
H 3.53635 -1.17487 5.78396
H 2.88208 -1.26125 4.15305
H 2.22156 -0.09933 5.28921
H 2.01097 -3.15002 5.52586
H 0.71728 -2.08806 4.99715
H 0.38936 -2.70540 7.36141
H 0.68437 -0.97281 7.22119
C -4.85469 -3.01538 -5.49853
C -5.01449 -2.57194 -4.04815
C -5.75274 -1.23726 -3.90165
C -5.04250 -0.15968 -4.58239
N -4.47173 0.67850 -5.11732
H -4.25780 -2.30035 -6.06734
H -4.35161 -3.98179 -5.55287
H -5.82510 -3.11389 -5.99021
H -4.03335 -2.48673 -3.57811
H -5.56658 -3.33053 -3.49190
H -5.85060 -0.98723 -2.84372
H -6.75587 -1.30094 -4.32934
*
```

Formula: C27H48BrClF6N3O7P2
Source: OMol25
Level of theory: the ωB97M-V functional and the def2-TZVPD basis

Geometry as ORCA input:
```
! RIJCOSX wB97M-V def2-TZVPD def2/J DEFGRID3
* xyz 1 1
C -2.75042 -3.56039 -5.84798
C -1.56116 -2.61913 -5.94295
O -0.98983 -2.42677 -4.63176
C -0.47484 -1.21671 -4.27489
C 0.48745 -0.57912 -5.27803
C 1.32530 -1.55698 -6.11665
C 2.77845 -1.14643 -6.18086
F 2.87130 0.23303 -6.31461
N -1.65163 -0.14001 -4.18847
O -2.87249 -0.74541 -3.66956
C -3.83594 -0.74046 -4.55573
N -4.70672 -0.74848 -5.32218
C -1.33316 1.15396 -3.45277
Br -1.18499 2.44660 -4.91090
P -2.92192 1.80413 -2.61399
N -4.03737 2.11243 -3.64690
C -0.03450 1.12675 -2.57099
O 0.93846 1.88179 -3.23606
P -0.38606 1.79387 -0.79441
C 0.03823 3.55761 -0.99319
O 0.94733 1.23040 -0.04839
O 0.53783 -0.14165 -2.35677
C 0.08611 -1.39762 -2.85148
C 1.38582 -2.20486 -2.95816
C 2.02339 -2.63920 -1.64172
C 2.71396 -1.54025 -0.86695
Cl 3.32385 -2.19893 0.67944
C -0.89398 -2.23353 -1.96321
C -1.00227 -1.95564 -0.45043
C -2.41232 -1.55373 0.00852
C -2.81046 -2.17616 1.33141
F -4.09766 -1.83731 1.60915
F -2.75855 -3.52634 1.24911
C -1.94558 -1.72222 2.56298
F -1.06674 -2.64835 2.89730
F -2.69486 -1.44330 3.60996
F -1.28875 -0.60317 2.24175
H -2.50911 -4.52772 -6.26456
H -3.04515 -3.67798 -4.81247
H -3.59205 -3.15943 -6.39467
H -1.83863 -1.67520 -6.40977
H -0.80419 -3.04922 -6.58646
H -0.03721 0.08083 -5.96010
H 1.15134 0.08122 -4.73144
H 1.27346 -2.57218 -5.74128
H 0.93378 -1.57822 -7.12767
H 3.33325 -1.44605 -5.29587
H 3.25648 -1.61002 -7.03781
H -1.86485 0.15692 -5.14812
H -2.37720 2.94481 -2.03450
H -3.24733 0.87874 -1.62239
H -4.88146 1.57687 -3.48960
H 1.69633 1.96830 -2.64807
H 0.17827 3.85258 -2.02546
H 0.90399 3.81111 -0.39057
H -0.79934 4.11979 -0.59226
H 1.72491 1.78924 -0.17218
H 1.20581 -3.08603 -3.56109
H 2.11476 -1.58695 -3.47593
H 2.78612 -3.37059 -1.89178
H 1.33962 -3.15591 -0.97795
H 3.58236 -1.16071 -1.38932
H 2.05741 -0.73428 -0.59047
H -1.89309 -2.25285 -2.36086
H -0.53803 -3.24712 -2.08300
H -0.80587 -2.90258 0.04311
H -0.24249 -1.27480 -0.09301
H -2.52669 -0.48612 0.13491
H -3.14636 -1.91994 -0.70290
C -0.37435 1.42491 4.56322
C 0.57197 1.96795 5.63163
C 1.38206 2.97906 4.82340
O 0.50175 3.47693 3.80297
C -0.67513 2.67271 3.75350
H -1.27690 0.96989 4.96787
H 0.13651 0.68031 3.95058
H 0.00727 2.47151 6.41883
H 1.19593 1.20592 6.09500
H 2.24098 2.50011 4.34250
H 1.74304 3.81794 5.41732
H -1.51301 3.23457 4.18155
H -0.90706 2.44588 2.71566
C 1.68051 1.40087 9.46747
C 2.08953 2.79607 8.99556
C 3.44841 2.96156 9.66535
O 4.01080 1.65227 9.74803
C 3.01907 0.67148 9.45135
H 0.93355 0.92256 8.83491
H 1.28511 1.44864 10.48349
H 2.20169 2.80594 7.90866
H 1.38518 3.57866 9.27314
H 3.34434 3.36869 10.67638
H 4.12801 3.60331 9.10434
H 3.22568 0.24563 8.46219
H 3.08096 -0.12832 10.18905
*
```

Formula: C27H48F7NO6S2
Source: OMol25
Level of theory: the ωB97M-V functional and the def2-TZVPD basis

## Properties
**SMILES string**: C=C[C@]1(CCCCN(CCCC)C(=S)SCCC)OC(=O)O[C@@]1(CCCC)C(F)(F)C(F)(F)C(F)(F)F.CO.CO.CO

Geometry as ORCA input:
```
! RIJCOSX wB97M-V def2-TZVPD def2/J DEFGRID3
* xyz 0 1
C -3.72728 1.41489 1.82526
C -3.05109 1.38950 0.55317
C -2.04723 0.12309 0.31283
C -0.79037 0.62698 1.14681
C 0.54078 -0.24427 1.14291
C 1.86134 0.57892 0.63218
C 2.62948 -0.17035 -0.56261
N 2.94652 0.68762 -1.74459
C 3.92338 -0.02390 -2.63452
C 3.33278 -0.49921 -4.05309
C 2.04243 0.30102 -4.56271
C 2.42106 1.53213 -5.55825
C 3.63437 1.94695 -1.35470
S 3.01981 3.35955 -2.06608
S 5.08168 2.03031 -0.19903
C 4.85029 3.61848 0.73419
C 6.00722 4.71550 0.42616
C 7.47664 4.20095 0.88407
O -1.57609 0.31634 -1.07305
C -1.09853 -0.93484 -1.62340
O -0.34775 -1.13003 -2.58411
O -1.79236 -1.89424 -0.78705
C -2.62786 -1.34440 0.28680
C -4.18149 -1.33009 -0.25130
C -4.37977 -1.02891 -1.80534
C -4.62505 0.50038 -2.22394
C -5.78782 1.25596 -1.39998
C -2.71824 -2.35706 1.48113
F -3.90993 -2.04522 2.24086
F -2.89059 -3.68742 0.93854
C -1.58620 -2.54011 2.57153
F -1.28515 -1.37778 3.36038
F -2.23999 -3.37206 3.57494
C -0.29446 -3.40986 2.18564
F 0.87197 -2.88793 2.83716
F -0.03793 -3.58416 0.82398
F -0.41159 -4.73897 2.72071
H -3.06643 1.42885 2.76687
H -4.85812 1.36279 1.94371
H -3.20522 2.16959 -0.27676
H -0.51533 1.67276 0.72964
H -1.08167 0.84327 2.24645
H 0.78111 -0.49634 2.24637
H 0.53061 -1.20371 0.52838
H 2.61676 0.63329 1.50821
H 1.59356 1.67575 0.40725
H 3.62875 -0.57842 -0.14464
H 2.07078 -1.09926 -0.96510
H 4.80205 0.69387 -2.86898
H 4.41250 -0.94128 -2.13902
H 4.16710 -0.30303 -4.83289
H 3.19190 -1.64467 -4.05060
H 1.32282 0.63629 -3.74641
H 1.44524 -0.43565 -5.22797
H 2.90917 1.13262 -6.52964
H 3.15568 2.27206 -5.09255
H 1.42005 2.01619 -5.86694
H 4.91059 3.40395 1.86297
H 3.85046 4.13071 0.52268
H 5.97795 5.06249 -0.66812
H 5.78705 5.62950 1.10039
H 8.23166 5.06054 0.95538
H 7.85157 3.39276 0.16564
H 7.34468 3.76478 1.94005
H -4.84059 -0.62533 0.38565
H -4.68980 -2.36061 -0.09525
H -3.59926 -1.46252 -2.51346
H -5.36664 -1.56193 -2.10839
H -4.98446 0.47299 -3.32539
H -3.70193 1.16622 -2.21826
H -6.28828 0.62980 -0.58967
H -5.33061 2.23959 -1.00324
H -6.61681 1.59827 -2.13216
C 2.80941 -5.93593 4.36264
O 1.59612 -6.62911 4.11611
H 3.49609 -6.60346 4.88384
H 3.25683 -5.62629 3.41442
H 2.61385 -5.05995 4.98675
H 1.00746 -6.01776 3.65520
C -6.35271 -3.98024 3.66943
O -6.12647 -4.31730 2.31033
H -7.15808 -4.60407 4.05790
H -5.44333 -4.16084 4.24837
H -6.64139 -2.92842 3.74356
H -5.40972 -3.75071 1.99256
C -0.33633 5.17606 -0.73126
O 0.47611 4.11588 -0.25175
H -0.66861 5.77594 0.11657
H 0.24222 5.80427 -1.41348
H -1.20845 4.76781 -1.24881
H 0.75719 3.60016 -1.02207
*
```

Formula: C27H48FN3O5
Source: OMol25
Level of theory: the ωB97M-V functional and the def2-TZVPD basis

## Properties
**SMILES string**: N#C[C@H](c1cccnc1)[C@@H](C#N)CC(=O)F.CCOCC.CCOCC.CCOCC.CCOCC

Geometry as ORCA input:
```
! RIJCOSX wB97M-V def2-TZVPD def2/J DEFGRID3
* xyz 0 1
N -4.70743 0.27018 4.43464
C -3.70778 -0.30853 4.48685
C -2.47269 -1.05615 4.74848
C -1.48374 -0.92307 3.56873
C -1.98434 -0.65340 2.31143
C -1.02674 -0.59476 1.31276
C 0.27065 -0.80881 1.69468
N 0.76451 -1.02757 2.88990
C -0.14650 -1.08516 3.84811
C -2.70515 -2.58539 5.00249
C -1.69732 -3.07540 5.96195
N -0.94796 -3.44357 6.76292
C -4.14638 -2.98469 5.43698
C -4.86289 -3.56770 4.23189
O -4.71403 -4.71497 3.93704
F -5.63643 -2.80433 3.44569
H -1.95767 -0.64935 5.62249
H -3.04082 -0.52906 2.11230
H -1.31227 -0.39560 0.28945
H 0.99908 -0.78663 0.88434
H 0.17930 -1.26726 4.86805
H -2.50425 -3.09737 4.05775
H -4.69247 -2.19949 5.96173
H -4.04747 -3.81097 6.14093
C 2.06129 -3.93983 -0.91738
C 1.11953 -3.35664 -1.95595
O 1.45644 -2.03640 -2.34775
C 2.73694 -1.86488 -2.92937
C 2.94978 -2.67609 -4.19590
H 2.08775 -3.30427 -0.02956
H 1.73388 -4.93865 -0.62492
H 3.08220 -4.02163 -1.29076
H 0.11504 -3.30322 -1.53334
H 1.05212 -4.00974 -2.83300
H 3.51955 -2.07940 -2.19337
H 2.81921 -0.80334 -3.16719
H 2.88441 -3.74892 -4.01074
H 3.93507 -2.46858 -4.61532
H 2.19307 -2.42445 -4.94108
C -1.86008 4.28959 -0.58673
C -0.69937 3.40830 -0.15885
O -0.58170 2.21184 -0.90934
C -0.37769 2.36081 -2.30356
C 0.88504 3.12567 -2.66038
H -2.80102 3.74017 -0.51632
H -1.92099 5.17256 0.05023
H -1.75670 4.63163 -1.61713
H -0.84869 3.10044 0.87709
H 0.24281 3.96648 -0.18379
H -1.25680 2.82080 -2.76857
H -0.30775 1.34966 -2.70696
H 0.86399 4.14956 -2.28483
H 1.00587 3.16925 -3.74357
H 1.76056 2.63578 -2.23068
C 6.50233 -7.04320 -0.04907
C 6.46979 -5.54588 -0.30529
O 5.26807 -4.92095 0.10724
C 4.94759 -5.01993 1.48418
C 5.99330 -4.41268 2.40320
H 5.66527 -7.53327 -0.54913
H 7.43361 -7.47031 -0.42331
H 6.43251 -7.27751 1.01392
H 6.54872 -5.36732 -1.37833
H 7.33270 -5.05314 0.15594
H 4.75029 -6.06354 1.75336
H 4.00613 -4.48450 1.61285
H 6.95651 -4.91786 2.31872
H 5.66868 -4.48331 3.44191
H 6.15104 -3.36127 2.15765
C -3.63567 9.76269 -2.84743
C -2.86173 8.49564 -3.17029
O -3.27167 7.36750 -2.41888
C -4.62215 6.96854 -2.57062
C -4.99642 6.59708 -3.99536
H -3.54976 10.00114 -1.78609
H -3.24760 10.60057 -3.42799
H -4.69742 9.66276 -3.07661
H -1.80960 8.65096 -2.92954
H -2.90588 8.27514 -4.24256
H -5.29243 7.74242 -2.18048
H -4.75148 6.09598 -1.92909
H -4.89098 7.43970 -4.67994
H -6.03286 6.26006 -4.03732
H -4.35342 5.79457 -4.36080
*
```

Formula: C27H48I2N2ORhSi4Te
Source: OMol25
Level of theory: the ωB97M-V functional and the def2-TZVPD basis

## Properties
**Energy above the lowest of the compared OMol25 structures with the same formula, charge and spin**: 0.435 eV

Geometry as ORCA input:
```
! RIJCOSX wB97M-V def2-TZVPD def2/J DEFGRID3
* xyz -1 1
Rh -2.52510 -0.22063 -0.32939
I -1.84901 5.73294 4.59395
C -2.03132 4.49052 2.93827
C -1.52215 4.87922 1.70796
C -1.63998 4.03479 0.62315
I -0.92197 4.66770 -1.22291
C -2.25347 2.75174 0.68576
O -2.32015 2.00678 -0.34720
C -2.79965 2.41006 1.96961
C -3.57215 1.13397 2.16821
N -2.76160 -0.05316 1.84372
C -3.29388 -1.31412 2.37741
C -3.30892 -2.45015 1.37489
C -3.18415 -3.77238 1.77121
C -3.31260 -4.76649 0.81307
C -3.57553 -4.42761 -0.50534
C -3.65568 -3.08160 -0.83197
N -3.50045 -2.11918 0.08323
C -2.66918 3.26330 3.05282
H -1.03402 5.83719 1.59021
H -4.46363 1.09775 1.53579
H -3.89854 1.09393 3.21726
H -1.81789 0.08086 2.20033
H -4.32743 -1.14268 2.69928
H -2.73785 -1.63971 3.26091
H -2.96812 -4.00478 2.80473
H -3.19692 -5.80533 1.09672
H -3.68918 -5.17433 -1.27773
H -3.82163 -2.75196 -1.84664
H -3.08367 2.96465 4.00895
C 2.34758 2.03503 -2.21957
Si 2.83702 0.25209 -1.90364
C 4.71166 0.20761 -2.08864
C 2.10062 -0.88682 -3.20293
Si 2.17409 -0.49369 0.21315
Te -0.15209 -1.27222 0.42545
Si 2.55205 1.13744 1.84665
C 4.39065 1.48759 2.08656
C 1.84161 0.57452 3.48897
C 1.68063 2.72332 1.37192
Si 3.31627 -2.46519 0.77635
C 2.82350 -3.83910 -0.40396
C 5.19755 -2.32383 0.73257
C 2.86021 -2.98497 2.52356
H 2.51305 2.27047 -3.27572
H 2.96938 2.70657 -1.62507
H 1.30946 2.24803 -1.97730
H 4.97147 0.50424 -3.10972
H 5.12571 -0.78348 -1.91082
H 5.19923 0.90069 -1.40143
H 2.22754 -0.46328 -4.20320
H 1.03928 -1.04992 -3.01992
H 2.58564 -1.86434 -3.17907
H 4.92133 0.59852 2.43128
H 4.53418 2.27608 2.83022
H 4.86222 1.81189 1.15737
H 2.29354 -0.35031 3.84574
H 0.77014 0.40092 3.38565
H 1.99985 1.35452 4.23917
H 2.10017 3.18246 0.47911
H 1.74545 3.44546 2.19176
H 0.62322 2.53375 1.17788
H 3.14471 -3.62206 -1.42410
H 1.73979 -3.95384 -0.41395
H 3.28384 -4.78112 -0.09218
H 5.58063 -2.11650 -0.26515
H 5.62594 -3.27544 1.06390
H 5.56530 -1.53987 1.39550
H 1.78106 -2.94187 2.67139
H 3.33179 -2.33550 3.26230
H 3.20231 -4.00815 2.70292
C -1.22398 1.37140 -3.26797
C -2.55172 0.61613 -3.25722
C -2.72798 -0.11335 -4.59615
C -3.71029 1.60158 -3.08348
C -2.50027 -0.40349 -2.13166
H -1.22791 2.13660 -4.04977
H -0.39828 0.68667 -3.46064
H -1.05998 1.85098 -2.30485
H -2.79144 0.59848 -5.42324
H -3.64416 -0.71049 -4.59759
H -1.88741 -0.78379 -4.79230
H -3.66486 2.36942 -3.86104
H -3.66879 2.08955 -2.11305
H -4.66559 1.07895 -3.17643
H -2.26915 -1.40959 -2.52388
*
```

| no. | F_max (hartree/bohr) | highest occupied orbital energy (Eh) |
| --- | --- | --- |
| 1 | 0.0262 | -0.2014 |
| 2 | 0.0251 | -0.3901 |
| 3 | 0.1052 | -0.3204 |
| 4 | 0.0558 | -0.3530 |
| 5 | 0.0162 | -0.1207 |